Below is the molecule C18H25N5O2, with properties calculated with ωB97M-V with the def2-TZVPD basis set.

Positions of all 50 atoms, in Å:
C 4.35067 1.64454 -2.19914
C 3.07015 0.82458 -2.13813
O 3.10500 -0.11166 -1.05948
C 2.74165 0.33157 0.14980
O 2.35160 1.45104 0.35681
C 2.94503 -0.73641 1.21126
C 2.32648 -0.29641 2.53636
C 0.80774 -0.13892 2.39619
N 0.29283 -0.95656 1.30671
C -1.15540 -1.03837 1.35751
C -1.71572 -1.58467 0.09804
N -2.66076 -2.49241 -0.00657
N -2.86717 -2.67344 -1.30413
N -2.10375 -1.93898 -1.99802
N -1.34921 -1.22678 -1.15715
C -0.38975 -0.26111 -1.60730
C -1.08226 1.05740 -1.98398
C -1.73299 1.66026 -0.77088
C -0.96976 2.36292 0.15466
C -1.55361 2.86372 1.30484
C -2.90303 2.66193 1.54580
C -3.66824 1.96140 0.62914
C -3.08539 1.46408 -0.52390
C 0.93358 -2.25995 1.29009
C 2.37803 -2.10500 0.79752
H 5.21400 0.98900 -2.28297
H 4.32037 2.30426 -3.06146
H 4.44943 2.24622 -1.29884
H 2.20611 1.48406 -2.00928
H 2.94734 0.21934 -3.03860
H 4.03210 -0.82325 1.32212
H 2.75830 0.65257 2.85296
H 2.56359 -1.04772 3.29105
H 0.32467 -0.40344 3.35253
H 0.55828 0.89874 2.16291
H -1.51918 -1.66838 2.18688
H -1.54763 -0.02676 1.50397
H 0.11839 -0.68174 -2.47907
H 0.31651 -0.10434 -0.78949
H -0.32998 1.73665 -2.38811
H -1.82627 0.85830 -2.75771
H 0.08693 2.50720 -0.01755
H -0.95257 3.41038 2.01684
H -3.35686 3.04986 2.44577
H -4.71989 1.79837 0.81206
H -3.68687 0.91638 -1.23604
H 0.91414 -2.72168 2.29164
H 0.38086 -2.91986 0.61780
H 2.42072 -2.19721 -0.28724
H 2.98875 -2.90070 1.22527

The gap between HOMO and LUMO is 0.356 hartree. The calculation puts the LUMO energy at 0.64 eV. As for the total charge: 0. For the total energy, the calculation gives -30617.118 eV. The spin multiplicity is 1. The relative energy (zero: lowest compared OMol25 entry of this formula, charge and spin) is 1.2 kcal/mol. Its SMILES is CCOC(=O)C1CCN(Cc2nnnn2CCc2ccccc2)CC1.

=====

Below is C5H8N2 as an isolated structure, with properties calculated with ωB97M-V with the def2-TZVPD basis set.

Positions of all 15 atoms, in Å:
C -1.62936 1.29667 1.29083
C -0.87556 0.24387 0.51140
C 0.40440 0.61874 -0.07375
C 1.05607 -0.44392 -0.58378
N 2.27984 -0.70425 -1.29080
C 0.91149 -1.81026 -0.64253
N -1.26485 -0.97543 0.35535
H -1.06568 1.58584 2.18551
H -1.76372 2.20023 0.68515
H -2.61448 0.93512 1.60074
H 0.80244 1.62676 -0.03549
H 2.38238 -0.23970 -2.18494
H 3.12912 -0.74064 -0.74524
H 0.41306 -2.23952 -1.51324
H -2.13830 -1.15174 0.85160

The gap between HOMO and LUMO is 0.312 hartree. The calculation puts the LUMO energy at 0.78 eV. As for the total charge: 0. For the total energy, the calculation gives -8290.746 eV. The spin multiplicity is 1. The relative energy (zero: lowest compared OMol25 entry of this formula, charge and spin) is 98.0 kcal/mol.

=====

Below is a 2-piece molecular cluster, C3H5NO overall, with properties calculated with ωB97M-V with the def2-TZVPD basis set.

Positions of all 10 atoms, in Å:
C 1.04233 -0.48817 0.78412
N 1.93623 -1.35808 0.66889
C 0.93332 -1.21059 -0.46265
H 0.72762 0.28068 1.48052
H 1.30100 -0.76495 -1.38556
H 0.20787 -2.01482 -0.58247
C -1.53778 1.38817 -0.12702
O -0.49067 1.70633 -0.63082
H -1.77591 0.34544 0.16649
H -2.34401 2.11599 0.08851

The gap between HOMO and LUMO is 0.389 hartree. The calculation puts the LUMO energy at 0.47 eV. As for the total charge: 0. For the total energy, the calculation gives -6726.305 eV. The spin multiplicity is 1. The relative energy (zero: lowest compared OMol25 entry of this formula, charge and spin) is 75.4 kcal/mol. Its SMILES is C1=NC1.C=O.

=====

Below is C40H36ClCrN3Si2 as an isolated structure, with properties calculated with ωB97M-V with the def2-TZVPD basis set.

Positions of all 83 atoms, in Å:
C -1.11187 -4.43596 1.35255
C -0.18928 -3.39624 1.84582
C -0.99436 -2.26078 2.19952
H 0.87243 -3.52547 2.03002
C -2.36096 -2.59913 2.01837
C -2.44650 -3.90058 1.49668
H -3.36143 -4.46378 1.32368
H -0.83476 -5.45745 1.10000
H -0.62923 -1.34624 2.66196
H -3.20702 -1.94966 2.28265
Cr -0.78743 -2.99462 -0.18132
Si 1.50044 2.86525 1.42305
C 3.07468 3.49022 0.55466
C 2.99857 4.21522 -0.64873
H 2.02252 4.49846 -1.06304
C 4.16584 4.52901 -1.34871
H 4.10072 5.10559 -2.26161
C 5.40508 4.11167 -0.87135
H 6.31986 4.37280 -1.40850
C 5.48013 3.36258 0.30223
H 6.43715 3.02538 0.68111
C 4.32256 3.04171 1.01093
H 4.37113 2.41409 1.90763
C 0.44369 4.46429 1.48814
C 0.99724 5.59447 2.12295
H 1.98936 5.52857 2.57638
C 0.31336 6.82143 2.13910
H 0.75636 7.68759 2.64427
C -0.92858 6.94520 1.49409
H -1.46751 7.89679 1.50743
C -1.47376 5.85001 0.81790
H -2.43249 5.92568 0.29401
C -0.77184 4.64307 0.80334
H -1.20139 3.83475 0.20107
H 1.83832 2.26213 2.76805
Si -0.02157 1.87422 -0.64153
C -1.28477 1.48970 0.75861
C -0.98862 1.36473 2.12997
H 0.02033 1.23442 2.52824
C -1.99809 1.31474 3.09843
H -1.70970 1.26982 4.15188
C -3.33352 1.22346 2.70046
H -4.11648 1.09988 3.45599
C -3.65074 1.24133 1.33240
H -4.69151 1.11952 1.00816
C -2.63091 1.32481 0.37660
H -2.86814 1.18245 -0.68355
C 1.47527 0.78090 -0.26646
C 1.67039 0.04015 0.93403
H 0.85235 -0.07252 1.64261
C 2.87445 -0.59960 1.20148
H 3.02219 -1.07774 2.17468
C 3.84576 -0.66851 0.19503
H 4.76385 -1.23357 0.37775
C 3.61960 -0.07422 -1.05442
H 4.35247 -0.17739 -1.86305
C 2.41988 0.59806 -1.30484
H 2.18129 0.97862 -2.30432
H -0.57101 1.61024 -1.98782
Cl -0.87904 -1.00776 -1.29126
C -5.92098 -3.69448 -2.23469
C -5.13223 -4.51827 -3.05604
C -3.73603 -4.47181 -2.94763
C -3.14835 -3.65306 -1.97928
C -3.92914 -2.71749 -1.26324
C -5.32131 -2.77159 -1.36101
N -1.78200 -3.82192 -1.69678
N -1.13282 -4.48121 -2.66540
C 0.23731 -4.36935 -2.46943
C 1.13794 -4.84467 -3.42495
C 2.49569 -4.66470 -3.20666
C 2.91857 -4.04403 -2.01627
C 1.98474 -3.62517 -1.09542
N 0.65141 -3.78039 -1.30927
H -7.00574 -3.76222 -2.29653
H -5.57641 -5.21128 -3.77796
H -3.06933 -5.09386 -3.55341
H -3.42997 -1.95723 -0.65478
H -5.94825 -2.10435 -0.75217
H 0.68840 -5.34180 -4.28567
H 3.22431 -5.01372 -3.94599
H 3.97311 -3.89727 -1.80908
H 2.25627 -3.15191 -0.13176

The gap between HOMO and LUMO (spin up / spin down) is 0.223 / 0.209 hartree. The calculation puts the LUMO energy (spin up / spin down) at -0.58 / -1.07 eV. As for the total charge: 0. For the total energy, the calculation gives -103230.826 eV. The spin multiplicity is 5.

=====

Below is the molecule C6H6INO2S2, with properties calculated with ωB97M-V with the def2-TZVPD basis set.

Positions of all 18 atoms, in Å:
C -1.66891 -0.88707 0.23809
C 2.22189 -0.42588 -1.19357
C -2.05347 0.19405 1.24981
C 0.15381 1.04781 -1.31847
C 0.62146 -0.34924 -0.88311
C -0.56855 0.58163 1.18650
N -0.34010 -0.56661 0.35434
O -2.24143 -1.70035 -0.42221
O 2.27825 -2.18766 0.86071
S -0.09598 2.05527 0.19080
S 3.10184 -1.54875 -0.13531
I 3.41168 0.94657 0.07029
H -2.73531 0.93571 0.84170
H -2.41766 -0.16431 2.20577
H 0.88377 1.56747 -1.93375
H -0.80194 0.99360 -1.84069
H 0.25604 -1.10381 -1.59105
H -0.00540 0.61157 2.12016

The gap between HOMO and LUMO is 0.272 hartree. The calculation puts the LUMO energy at -1.51 eV. As for the total charge: 0. For the total energy, the calculation gives -41671.040 eV. The spin multiplicity is 1. The relative energy (zero: lowest compared OMol25 entry of this formula, charge and spin) is 0.0 kcal/mol.

=====

Below is a 2-piece molecular cluster, C10H23BFIN2O3Si overall, with properties calculated with ωB97M-V with the def2-TZVPD basis set.

Positions of all 42 atoms, in Å:
C 4.40109 -3.32823 -0.23634
C 3.04842 -2.77881 0.57398
F 3.36902 -2.99718 2.03428
B 2.79592 -1.16371 0.40531
C 1.52821 -0.43356 -0.34232
C 0.30066 -1.43000 -0.77322
O -0.56480 -1.75096 0.37349
Si -2.17496 -1.06702 0.20441
C -3.10114 -1.39030 1.90464
C -2.21793 0.84187 -0.06463
C -3.26436 -1.87415 -1.16415
C 3.95142 -0.15818 1.07778
C 4.93679 0.46277 -0.08900
O 4.52013 1.61557 -0.67355
I 6.84629 -0.50512 -0.71698
H 4.25763 -4.43218 -0.65094
H 5.32988 -3.35354 0.49250
H 4.59401 -2.58270 -1.13002
H 2.13278 -3.45991 0.31545
H 1.86220 0.15425 -1.30322
H 1.09573 0.39300 0.40239
H 0.78930 -2.44932 -1.13203
H -0.30701 -1.01678 -1.70881
H -2.76416 -0.59243 2.71958
H -4.28016 -1.36611 1.73706
H -2.78494 -2.47721 2.21963
H -3.28730 1.20587 0.32075
H -2.15848 1.07985 -1.20975
H -1.39318 1.43210 0.51991
H -3.29233 -3.05009 -1.08655
H -2.99235 -1.55510 -2.26034
H -4.38415 -1.50964 -0.96929
H 4.51591 -0.67398 1.96601
H 3.36500 0.76984 1.54571
N -2.43217 4.69682 0.50676
C -3.19825 4.45136 -0.57153
N -3.64334 5.55259 -1.20305
O -3.46774 3.32116 -0.94636
H -2.19936 5.62033 0.83085
H -2.07656 3.89521 1.01104
H -4.22355 5.41221 -2.01987
H -3.43221 6.49143 -0.90957

The gap between HOMO and LUMO is 0.332 hartree. The calculation puts the LUMO energy at -0.56 eV. As for the total charge: 0. For the total energy, the calculation gives -39235.737 eV. The spin multiplicity is 1. Its SMILES is C[C@@H](F)B(CCO[Si](C)(C)C)CC(=O)I.NC(N)=O.